106
Properties=species:S:1:pos:R:3:forces:R:3:mulliken_charge:R:1 method="wB97M-V/def2-TZVPD" homo_lumo_gap_ev=7.15 total_charge=+1 homo_energy_ev=-10.806 e_above_lowest_kj_mol=0.0
Rh 0.117069 -0.431026 -0.496878 -0.1472 0.2995 0.7522 -1.079
P -1.090798 1.136955 0.590961 -0.3530 0.1518 0.0150 3.179
P -1.260878 -2.223920 0.283959 0.3718 -0.3186 -0.9386 2.749
P 2.097303 0.781320 -0.824069 0.3612 0.0905 -0.4943 3.218
Si 1.069919 -0.831849 1.557287 0.0949 -0.0364 0.1342 3.124
F -0.128940 -0.326602 -2.950619 -0.0946 -0.0753 0.3868 0.469
F 0.314271 1.395203 -4.422599 0.2108 0.0467 -0.0683 -0.347
F -1.847364 0.741797 -4.021125 -0.1343 -0.0674 0.0233 -0.371
F -0.649883 1.806862 -2.378439 0.1629 -0.1332 -0.0176 0.278
C -0.456618 5.143894 1.015718 -0.0668 -0.0205 0.0175 -0.949
C 2.181172 2.553726 -0.419239 0.0847 -0.0116 -0.1419 0.593
C 3.814977 -0.662764 2.528677 -0.0983 -0.0077 -0.0067 -0.776
C -2.990466 -2.688870 0.526459 0.0426 0.1208 0.1132 0.391
C -5.051798 -3.798129 -0.013969 -0.0319 -0.0053 0.0198 -0.840
C -4.462096 -0.018419 -1.397985 0.0059 0.0111 0.0118 -1.197
C -1.860510 3.493788 -0.719952 -0.1502 -0.0773 0.0239 -0.512
C -1.067724 2.929993 0.279561 0.0632 -0.0293 0.0433 1.111
C 3.712645 1.637512 -2.968912 -0.0405 0.0468 0.0341 -0.264
C -5.435322 -0.035015 -0.407947 -0.0250 0.0063 -0.0239 -0.921
C 0.115684 0.141219 2.842567 0.0131 -0.0650 0.0222 0.089
C -0.721163 -4.515684 1.806800 0.0129 -0.0397 -0.0038 -0.562
C -0.354785 3.768181 1.135810 -0.0212 -0.0170 0.1184 -0.542
C 2.568830 5.268299 0.047374 0.0537 -0.0365 -0.0315 -1.017
C 5.166758 -0.461435 2.317637 0.1109 0.0187 -0.0134 -0.961
C 1.696063 -3.462465 2.710241 0.0148 0.0313 0.0629 -1.118
C -0.857564 1.028662 2.390805 0.0752 -0.0783 -0.1166 -0.447
C 3.367267 0.115209 0.301422 -0.2573 -0.0787 0.0724 -0.548
C -3.158546 0.327539 -1.087906 -0.0229 0.0132 0.0294 -0.080
C -5.568008 -3.457076 1.227064 0.0345 0.0169 0.0403 -0.681
C 3.339269 -0.713736 -4.390315 -0.0063 -0.0239 -0.0248 -0.522
C -0.622629 -2.841458 -1.313614 -0.2324 -0.1558 -0.0608 -0.018
C -4.792394 -2.740773 2.128330 -0.0646 -0.1218 -0.0353 -0.899
C -0.386156 0.786664 5.112075 -0.0945 0.0799 0.0419 -0.859
C -1.947387 4.868552 -0.845674 0.0206 0.0521 0.0169 -0.898
C -1.348028 1.682422 4.648558 0.0305 -0.0124 0.0653 -1.138
C 3.004801 4.337091 0.976020 -0.0068 0.0942 -0.0431 -0.602
C 0.126764 -5.289822 2.580777 0.0521 0.0318 0.0179 -0.908
C 1.722128 3.498593 -1.342682 0.0270 -0.0504 0.1112 -0.401
C -3.793750 0.647167 1.210368 0.0100 0.0783 -0.0843 -1.341
C 2.816003 2.982690 0.742948 0.0113 0.0230 0.0340 -1.155
C 5.625801 -0.009627 1.084132 0.0298 -0.0196 0.0530 -0.926
C 1.918305 4.846949 -1.106327 0.0840 -0.0158 0.0103 -0.713
C 1.338448 -4.765600 3.019375 -0.0504 -0.0430 -0.0063 -0.889
C 4.171719 0.273801 -4.892865 -0.0124 -0.0120 0.0001 -0.795
C -3.512486 -2.355304 1.776934 0.0655 -0.0025 0.0442 -0.399
C -0.834805 -3.123856 -3.702454 0.1077 -0.0230 -0.0407 -1.279
C 0.461850 -3.635100 -3.760002 -0.0147 0.0502 0.0119 -0.448
C -1.255012 5.696483 0.026674 -0.0176 -0.0429 -0.0119 -0.921
C 4.728747 0.296614 0.077585 -0.0431 0.0124 0.0255 -0.498
C -1.581947 1.812461 3.294021 0.0688 0.0303 -0.0613 -0.169
C 2.858462 0.654703 -2.468300 0.1113 0.0841 0.0796 0.369
C 0.842528 -2.655756 1.957627 0.0435 0.0584 -0.0118 0.206
C -5.098567 0.297671 0.892331 -0.0082 0.0700 -0.0384 -0.529
C -2.814983 0.667588 0.221696 0.0148 0.1210 0.0520 1.210
C -0.347824 -3.213617 1.492680 -0.0992 0.1353 -0.0080 0.234
C -3.764388 -3.423512 -0.365908 0.0445 -0.0691 -0.0542 -0.639
C 2.688052 -0.522820 -3.184488 -0.0634 -0.1216 0.0445 -0.022
C 2.893006 -0.406130 1.509060 0.0249 -0.0271 -0.1114 0.449
C 1.226437 -3.711358 -2.613148 -0.0157 -0.0010 0.0019 -1.126
C 0.694871 -3.312368 -1.387471 -0.0867 -0.0832 0.0872 -0.337
C 4.362074 1.446359 -4.177267 0.0010 -0.0175 -0.0395 -0.801
C 0.339519 0.025735 4.217966 -0.0099 -0.0164 -0.0703 -0.612
C -1.366354 -2.711445 -2.503053 -0.0448 -0.0161 0.2318 -0.802
B -0.579090 0.932396 -3.498796 -0.1495 0.1077 -0.1426 -0.432
H 0.095116 5.780330 1.693535 0.0072 0.0111 0.0166 0.530
H 4.667450 0.133057 -5.843364 0.0203 -0.0041 -0.0210 0.412
H 1.276799 -3.461082 -0.486114 0.0046 0.0456 0.0002 0.303
H 2.236646 -4.095676 -2.649352 0.0277 -0.0043 -0.0202 0.482
H -6.453126 -0.306441 -0.651888 -0.0315 -0.0103 -0.0066 0.434
H 2.647803 -3.085262 3.061897 -0.0038 0.0337 -0.0189 0.386
H -2.355022 -2.267868 -2.484437 0.0632 0.0095 0.0063 0.288
H -2.417434 2.868171 -1.401338 0.0048 0.0141 0.0517 0.274
H -5.850323 0.278594 1.669447 -0.0163 0.0005 0.0264 0.481
H 2.024270 -1.289705 -2.811876 0.0177 0.0031 -0.0225 -0.579
H -0.144563 -6.306547 2.828274 -0.0102 -0.0248 0.0094 0.449
H -6.570353 -3.759061 1.496698 -0.0349 -0.0121 0.0083 0.417
H 0.280896 3.359272 1.908918 -0.0322 -0.0473 0.0222 0.549
H -3.550999 0.877554 2.235841 -0.0140 0.0119 0.0339 0.243
H 3.180784 -1.628549 -4.946399 0.0051 -0.0030 -0.0008 0.456
H -2.428348 0.345889 -1.881915 0.0768 0.0220 -0.0531 0.278
H -5.184599 -2.482518 3.102035 -0.0158 0.0084 0.0331 0.488
H -1.909147 2.284415 5.350126 -0.0077 0.0120 0.0156 0.448
H 5.083033 0.687482 -0.866613 -0.0048 0.0111 -0.0411 0.537
H 3.486389 -1.015400 3.499031 -0.0376 -0.0346 0.0010 0.406
H -0.205433 0.692873 6.174208 -0.0040 0.0014 0.0280 0.457
H 2.007269 -5.378302 3.608708 0.0067 -0.0216 0.0060 0.463
H 1.081204 -0.666386 4.596150 0.0564 -0.0487 -0.0083 0.364
H 1.568401 5.569046 -1.830549 -0.0081 0.0342 -0.0240 0.521
H 3.873835 2.557668 -2.425409 -0.0127 0.0325 0.0305 0.451
H -5.647365 -4.370496 -0.711150 -0.0215 -0.0222 -0.0181 0.479
H -1.650825 -4.927596 1.434655 -0.0210 0.0014 0.0011 0.530
H -3.372304 -3.735845 -1.323120 0.0313 0.0320 0.0124 0.526
H 0.870642 -3.954419 -4.708677 0.0128 -0.0198 -0.0186 0.451
H -1.337456 6.770295 -0.067114 -0.0037 0.0496 -0.0002 0.444
H 5.871682 -0.666355 3.112600 0.0118 0.0010 0.0002 0.454
H 3.190418 2.272423 1.467784 -0.0077 -0.0188 0.0038 0.332
H 3.509859 4.657523 1.876996 0.0191 0.0226 0.0222 0.434
H 6.685770 0.122678 0.918232 0.0374 0.0045 0.0003 0.445
H -2.307301 2.532308 2.940137 -0.0071 0.0494 -0.0229 0.676
H 5.014076 2.217769 -4.563609 0.0062 0.0196 0.0034 0.454
H -2.910247 -1.799508 2.488758 0.0293 -0.0146 -0.0140 0.434
H -4.713059 -0.264551 -2.420691 -0.0113 -0.0126 -0.0387 0.540
H 2.737276 6.322853 0.218265 -0.0062 0.0394 0.0130 0.418
H -1.416481 -3.019638 -4.607087 -0.0228 -0.0072 -0.0310 0.451
H 1.229840 3.180546 -2.247437 -0.0854 -0.0822 -0.1243 0.534
H -2.567548 5.291898 -1.623650 -0.0142 0.0084 -0.0101 0.482